This record from the OMol25 dataset describes a cluster of 2 separate species, C3H8O2 in total. The level of theory is the ωB97M-V functional and the def2-TZVPD basis.

Geometry as ORCA input:
```
! wB97M-V def2-TZVPD RIJCOSX def2/J DEFGRID3
* xyz -1 2
C -3.56102 1.27154 1.64476
O -3.90813 1.93104 2.86840
H -2.67896 1.75369 1.24287
H -4.37776 1.30173 0.93462
H -3.30688 0.23076 1.86412
H -4.86993 1.93424 2.92985
O 5.06226 -0.79617 -1.29164
C 4.00310 -1.51695 -1.45690
C 2.65711 -0.95070 -1.76392
H 4.07058 -2.62383 -1.51695
H 2.14386 -0.41454 -0.95396
H 2.72836 -0.27869 -2.63460
H 2.03739 -1.84212 -1.86664
*
```

Computed properties:
Highest occupied orbital energy (alpha / beta): 0.8 / -2.7 eV
⟨S²⟩: 0.75
HOMO-LUMO gap (alpha / beta): 0.0608 / 0.1865 hartree
DFT total energy: -269.49613 hartree
Energy above the lowest of the compared OMol25 structures with the same formula, charge and spin: 18.0 kcal per mole
Max |F|: 0.0177 Eh/bohr

---

This record from the OMol25 dataset describes a cluster of 6 separate species, C40H76BF3IN8O10 in total in a non-equilibrium geometry. The level of theory is the ωB97M-V functional and the def2-TZVPD basis.

Geometry as ORCA input:
```
! wB97M-V def2-TZVPD RIJCOSX def2/J DEFGRID3
* xyz 1 1
C -6.51981 1.52731 -1.00057
C -5.98854 1.91757 0.38588
B -4.48764 2.48206 0.41596
O -4.17103 3.37662 1.40287
N -3.54365 2.03057 -0.61293
C -3.07195 0.67575 -0.33660
C -1.71297 0.57470 0.35854
C -1.35269 -0.95274 0.18135
C -2.34160 -1.92540 0.80109
C -1.84980 0.73005 1.87739
O -0.77870 0.06564 2.52043
C -1.11431 -0.37717 3.81817
N -0.67341 1.49320 -0.23661
C 0.12414 0.96343 -1.37763
N 1.51715 1.34149 -1.17887
C 2.19377 0.32431 -0.33663
C -1.16109 2.93329 -0.45543
C -0.16414 3.85190 -1.19206
C -0.10908 3.90489 -2.72910
O 0.87842 3.07458 -3.30587
C 0.29984 5.36753 -3.11110
F 1.19382 5.87234 -2.24864
F -0.75563 6.17293 -3.24039
F 0.91699 5.36776 -4.30415
O -1.42071 3.57209 0.77957
C -0.34841 4.02562 1.52522
O -0.17568 5.20989 1.59543
C 0.54490 3.13032 2.31782
C 0.15402 2.80931 3.61467
C 0.96301 2.01850 4.42464
C 2.15898 1.53165 3.90125
C 2.54900 1.85836 2.60847
C 1.75491 2.66766 1.80478
C -2.55575 2.93735 -1.14869
C -3.10220 4.34033 -1.34950
C -4.33611 4.37510 -2.26049
C -4.03606 3.98312 -3.71244
I -5.00011 5.38948 -5.04712
H -7.03075 2.38767 -1.42961
H -5.74693 1.18881 -1.68211
H -7.29161 0.77052 -0.88487
H -6.62676 2.64116 0.89193
H -5.96245 1.04295 1.04707
H -4.93638 3.89880 1.66064
H -3.00448 0.13784 -1.28901
H -3.82461 0.19338 0.26952
H -0.31883 -1.17030 0.42833
H -1.43142 -1.12718 -0.89523
H -2.02119 -2.93391 0.54624
H -2.39206 -1.91334 1.88148
H -3.33663 -1.85069 0.37414
H -2.80296 0.32184 2.20950
H -1.83739 1.76649 2.22352
H -2.08275 -0.88324 3.85119
H -0.36753 -1.11083 4.10364
H -1.13644 0.43303 4.54945
H 0.03413 1.58141 0.51137
H 0.12770 -0.11991 -1.46923
H -0.28743 1.32877 -2.31209
H 1.94722 1.26253 -2.09372
H 1.61695 0.21655 0.58323
H 2.22555 -0.65072 -0.82631
H 3.18110 0.66046 -0.04159
H -0.45904 4.85457 -0.90000
H 0.85423 3.75483 -0.82545
H -1.04153 3.74466 -3.25543
H 1.72767 3.34923 -2.94025
H -0.78760 3.18489 3.99314
H 0.62150 1.79116 5.42196
H 2.77864 0.89945 4.51990
H 3.50592 1.48653 2.26003
H 2.06930 2.95129 0.80934
H -2.33365 2.56312 -2.16315
H -2.38855 4.98652 -1.85404
H -3.29580 4.85090 -0.41126
H -4.69061 5.40000 -2.21327
H -5.14903 3.76066 -1.87876
H -2.99090 4.04346 -3.98319
H -4.49514 3.02959 -3.93833
C -1.99773 -5.82358 1.47975
O -1.80482 -4.65099 1.78040
N -1.09096 -6.80129 1.42851
C -1.47863 -8.15034 1.04655
C 0.30693 -6.54058 1.76044
H -3.00686 -6.17871 1.21138
H -1.25274 -8.84311 1.85724
H -0.92862 -8.45719 0.16152
H -2.54645 -8.18460 0.83642
H 0.36973 -6.17032 2.78582
H 0.71603 -5.77846 1.09509
H 0.87784 -7.47215 1.65361
C -6.75288 8.47956 -6.27343
O -6.85927 7.52849 -7.02596
N -7.78013 9.15424 -5.73002
C -7.57902 10.27919 -4.83809
C -9.13543 8.73652 -6.05250
H -5.76763 8.87402 -5.96934
H -8.03102 10.06927 -3.86668
H -8.04057 11.17472 -5.25804
H -6.51584 10.46299 -4.69974
H -9.28708 7.70127 -5.74593
H -9.29697 8.79993 -7.12856
H -9.84827 9.37640 -5.53922
C 5.73944 0.10097 0.72188
O 4.88205 0.20432 1.58710
N 7.03279 0.39791 0.89667
C 8.01074 0.25113 -0.16690
C 7.46587 0.88794 2.19811
H 5.50704 -0.25158 -0.29718
H 8.78696 -0.45275 0.13707
H 8.47139 1.21611 -0.38277
H 7.53172 -0.12139 -1.06962
H 7.24321 0.14887 2.96675
H 6.93210 1.80590 2.44393
H 8.53441 1.08322 2.17902
C 2.32155 -9.43845 -0.12677
O 1.40628 -9.01442 0.56779
N 3.58984 -9.57173 0.26857
C 4.61733 -10.09046 -0.61304
C 3.95714 -9.19466 1.62649
H 2.15547 -9.76955 -1.16467
H 5.05102 -10.99559 -0.18401
H 5.40321 -9.34418 -0.74058
H 4.19402 -10.32972 -1.58630
H 3.37441 -9.79036 2.33439
H 3.73510 -8.14997 1.78989
H 5.01373 -9.37189 1.78060
C 6.10513 -6.48393 2.63431
O 5.61087 -6.98600 1.64006
N 7.40503 -6.57370 2.96581
C 7.94018 -5.96785 4.16940
C 8.29959 -7.30815 2.08522
H 5.50764 -5.91238 3.36387
H 8.71288 -5.24420 3.90767
H 8.37643 -6.73557 4.81090
H 7.15018 -5.45841 4.71710
H 8.29627 -6.85727 1.09230
H 7.96394 -8.34105 1.99086
H 9.30811 -7.29085 2.48939
*
```

Computed properties:
Highest occupied orbital energy: -10.4 eV
HOMO-LUMO gap: 0.3218 hartree
DFT total energy: -3382.16643 hartree
Max |F|: 0.0555 Eh/bohr

---

This record from the OMol25 dataset describes a cluster of 8 separate species, C24H54F21N3O9P2 in total in a non-equilibrium geometry. The level of theory is the ωB97M-V functional and the def2-TZVPD basis.

Geometry as ORCA input:
```
! wB97M-V def2-TZVPD RIJCOSX def2/J DEFGRID3
* xyz -2 1
C 1.04462 -2.11527 2.49104
C 0.36353 -2.31078 1.12170
C -0.37184 -3.61878 1.01886
O -1.45692 -3.66564 1.95004
C -2.23111 -4.84505 1.75642
N -0.73884 -1.32557 1.02100
H -1.50994 -1.65115 1.62152
H -0.50395 -0.37604 1.25538
H -1.04799 -1.26266 -0.01616
H 0.45097 -2.48475 3.37472
H 1.31411 -1.05022 2.47645
H 1.93833 -2.67379 2.55389
H 1.06640 -2.13923 0.31174
H 0.33754 -4.50539 1.16080
H -0.80901 -3.84710 0.00728
H -3.25497 -4.62463 2.00496
H -1.84563 -5.68497 2.39138
H -2.32278 -5.12495 0.71794
C 5.12130 3.04729 2.86256
C 4.13509 2.00486 3.36772
C 3.05156 2.64038 4.14741
O 2.33794 1.62206 4.83129
C 1.18511 2.15378 5.46224
N 3.53441 1.19383 2.32294
H 4.08251 0.36952 2.13262
H 1.66180 1.40616 2.20134
H 3.48050 1.65077 1.42488
H 5.60529 3.45393 3.77115
H 4.51443 3.87150 2.39505
H 5.82110 2.70235 2.11454
H 4.58862 1.29091 4.02445
H 2.36304 3.23285 3.48288
H 3.36721 3.33214 4.94345
H 0.62531 1.28516 5.80240
H 0.56331 2.61379 4.70315
H 1.40199 2.85723 6.26662
C -0.36290 1.89224 -4.14683
C 0.95783 1.11300 -4.28433
C 2.12170 1.89404 -4.97235
O 3.34999 1.30145 -4.69815
C 4.49676 1.98729 -5.08825
N 1.33980 0.48576 -2.95116
H 0.23514 -0.64225 -2.37022
H 2.37251 0.37890 -2.90412
H 1.01823 1.13980 -2.25516
H -0.66992 2.30336 -5.11780
H -0.37937 2.73375 -3.40020
H -1.20983 1.28629 -3.86415
H 0.69395 0.23013 -4.93172
H 2.14108 2.95865 -4.66216
H 1.92221 1.96309 -6.07343
H 5.35025 1.33414 -4.78241
H 4.58638 2.91979 -4.54737
H 4.54020 2.19927 -6.20859
C -5.07497 1.24623 1.74090
O -6.04830 0.58099 0.85283
O -4.45992 2.23208 1.27325
C -5.96552 1.44552 3.06763
F -7.24468 2.04881 2.72865
F -6.26727 0.18717 3.69722
F -5.30240 2.03635 3.98947
C -5.72311 -0.77394 0.49698
C -6.88259 -1.33686 -0.31547
H -6.61178 -2.19194 -0.93989
H -7.73604 -1.42947 0.35044
H -7.15162 -0.62578 -1.14475
H -5.67816 -1.41549 1.41061
H -4.74212 -0.82067 0.00580
H -4.38815 0.38664 2.04073
C 0.62865 2.18722 0.70054
O 1.47909 3.26768 0.48067
O 0.72932 1.67884 2.02581
C -0.87832 2.53165 0.64766
F -1.18323 2.87623 -0.57986
F -1.69198 1.48136 1.09588
F -1.16682 3.56157 1.42601
C 1.97947 3.23830 -0.88554
C 2.41910 4.67424 -1.18711
H 1.60309 5.39425 -1.23264
H 3.03611 5.01331 -0.37314
H 2.95916 4.77490 -2.12640
H 1.09386 3.08329 -1.56035
H 2.70376 2.44367 -1.05078
H 0.81573 1.30490 -0.01199
C -1.71626 -0.92931 -2.58163
O -2.46094 0.10144 -1.95496
O -0.61044 -1.10815 -1.93860
C -2.48589 -2.18659 -2.67856
F -3.57381 -1.99912 -3.41962
F -1.84053 -3.18783 -3.31210
F -2.94235 -2.59287 -1.45891
C -3.57551 0.75160 -2.63846
C -3.69140 2.13253 -2.03126
H -2.65158 2.46843 -1.96923
H -4.19623 2.92949 -2.53009
H -4.09094 2.16709 -0.96297
H -4.43631 0.10787 -2.54049
H -3.32093 0.85091 -3.71027
H -1.75774 -0.69346 -3.64187
P 5.29312 -1.33121 -0.05395
F 6.70544 -2.12137 0.03696
F 4.70087 -2.49473 -1.03674
F 4.79982 -2.26383 1.16687
F 3.81561 -0.59127 0.08101
F 5.89997 -0.28064 0.99556
F 5.79554 -0.33630 -1.20268
P 0.09153 -7.65443 0.63807
F 0.26833 -8.55038 -0.67085
F 1.69954 -7.59227 0.86804
F 0.20180 -6.25836 -0.28985
F 0.00395 -6.71283 1.97570
F -1.51612 -7.63122 0.40060
F -0.02592 -8.97554 1.61993
*
```

Computed properties:
Highest occupied orbital energy: -2.9 eV
HOMO-LUMO gap: 0.2241 hartree
DFT total energy: -4568.63990 hartree
Energy above the lowest of the compared OMol25 structures with the same formula, charge and spin: 0.0 kcal per mole
Max |F|: 0.0876 Eh/bohr